# 1
This record from OMol25 describes C3H5N4PS in the gas phase in a non-equilibrium geometry. The level of theory is ωB97M-V/def2-TZVPD.

Properties
Charge: 0
Multiplicity: 1
Frontier orbital gap (eV): 9.14

Each line ends with the Mulliken charge.
CARTESIAN COORDINATES (ANGSTROEM)
C (3.325, -0.779, 0.115)  -0.4577
P (1.854, -1.273, 0.709)  -0.0542
N (0.967, 0.100, 0.239)  0.0889
N (1.365, 1.687, -0.071)  -0.0421
N (0.277, 2.116, -0.349)  -0.3742
N (-0.773, 1.363, -0.266)  -0.1795
C (-0.336, 0.148, 0.120)  0.5236
S (-1.452, -1.043, 0.587)  -0.1065
C (-3.012, -0.344, -0.114)  -0.7850
H (4.227, -1.445, 0.296)  0.2452
H (3.548, 0.226, -0.375)  0.2612
H (-3.825, -1.092, -0.175)  0.3331
H (-2.630, -0.169, -1.128)  0.2668
H (-3.535, 0.506, 0.413)  0.2804



# 2
This record from OMol25 describes 2 unconnected molecules or ions with the total composition C3H5N7O3 in a non-equilibrium geometry. The level of theory is ωB97M-V/def2-TZVPD.

Properties
Charge: 0
Multiplicity: 3
Frontier orbital gap (alpha / beta) (eV): 9.03 / 6.60
⟨S²⟩: 2.01

Each line ends with the Mulliken charge.
CARTESIAN COORDINATES (ANGSTROEM)
C (0.679, -0.123, 0.392)  0.2276
C (2.821, 1.239, 0.181)  -0.7297
C (-0.998, -1.843, -0.026)  -0.2127
N (2.408, -1.214, -0.511)  -0.3881
N (1.367, -1.959, -0.655)  -0.5897
N (0.002, 0.661, 1.147)  -0.7470
N (-1.948, -1.010, -0.088)  0.1734
N (2.013, -0.038, 0.058)  0.4258
N (0.275, -1.329, -0.216)  0.6358
N (-3.217, 1.317, -0.786)  0.7889
O (-3.285, 2.281, -1.448)  -0.4547
O (-3.136, -1.172, 0.234)  -0.3606
O (-3.827, 0.816, 0.086)  -0.3302
H (3.776, 1.124, -0.421)  0.2866
H (2.132, 1.948, -0.258)  0.3197
H (3.045, 1.535, 1.112)  0.2963
H (-1.111, -2.964, 0.056)  0.3864
H (-0.996, 0.729, 1.142)  0.2722



# 3
This record from OMol25 describes C3H5NO in the gas phase in a non-equilibrium geometry. The level of theory is ωB97M-V/def2-TZVPD.

Properties
Charge: 0
Multiplicity: 1
Frontier orbital gap (eV): 8.76

Each line ends with the Mulliken charge.
CARTESIAN COORDINATES (ANGSTROEM)
N (0.812, -0.217, -1.160)  -0.4321
C (-0.211, -1.150, -0.610)  0.0560
C (-0.964, -0.573, 0.392)  -0.4941
C (-0.535, 0.728, 0.863)  0.0501
O (0.680, 1.225, 0.672)  -0.5996
H (1.184, 0.435, -0.250)  0.3489
H (1.134, -0.554, -1.940)  0.1325
H (-0.170, -2.192, -1.241)  0.2515
H (-1.921, -1.079, 0.640)  0.2953
H (-1.087, 1.086, 1.673)  0.3916



# 4
This record from OMol25 describes C3H5NO in the gas phase in a non-equilibrium geometry. The level of theory is ωB97M-V/def2-TZVPD.

Properties
Charge: 0
Multiplicity: 1
Frontier orbital gap (eV): 11.02

Each line ends with the Mulliken charge.
CARTESIAN COORDINATES (ANGSTROEM)
H (-2.355, 1.226, -1.267)  0.2430
N (-1.831, 0.685, -0.595)  -0.5544
C (-0.680, 0.293, -1.006)  -0.1468
C (0.178, -0.561, 0.159)  0.0644
C (1.113, -0.035, 1.099)  -0.2551
O (1.575, -0.769, -0.037)  -0.4151
H (-0.257, 0.336, -2.004)  0.3772
H (-0.362, -1.523, 0.548)  0.2408
H (1.364, 1.004, 0.943)  0.2537
H (1.255, -0.657, 2.161)  0.1924



# 5
This record from OMol25 describes 2 unconnected molecules or ions with the total composition C3H5NO in a non-equilibrium geometry. The level of theory is ωB97M-V/def2-TZVPD.

Properties
Charge: 0
Multiplicity: 1
Frontier orbital gap (eV): 9.13

Each line ends with the Mulliken charge.
CARTESIAN COORDINATES (ANGSTROEM)
C (0.273, -0.645, -0.344)  0.4971
C (-0.163, 0.585, 0.316)  -0.0702
C (-0.999, 0.496, 1.438)  -0.6359
H (1.503, 0.704, -1.650)  0.2758
H (1.467, -1.114, -2.051)  0.3463
H (-0.030, 1.526, -0.181)  0.2169
H (-1.691, 1.133, 1.979)  0.2835
H (-1.059, -0.499, 1.871)  0.2303
N (0.451, -0.528, -1.702)  -0.6001
O (0.247, -1.658, 0.325)  -0.5436



# 6
This record from OMol25 describes C3H5NO in the gas phase. The level of theory is ωB97M-V/def2-TZVPD.

Properties
Charge: 0
Multiplicity: 1
Frontier orbital gap (eV): 10.96

Each line ends with the Mulliken charge.
CARTESIAN COORDINATES (ANGSTROEM)
C (-1.355, 0.954, 0.559)  -0.6036
O (-0.724, 0.374, -0.591)  -0.3621
C (0.485, -0.108, -0.386)  0.5744
N (1.508, 0.017, 0.327)  -0.4981
C (1.394, -1.174, -0.665)  -0.3276
H (-1.177, 2.033, 0.614)  0.2567
H (-0.982, 0.467, 1.468)  0.3320
H (-2.422, 0.756, 0.427)  0.2138
H (2.022, -1.167, -1.553)  0.2209
H (1.253, -2.152, -0.201)  0.1936